Record 1
The following is a DFT calculation (ωB97M-V/def2-TZVPD) of BeFH12O6 as an isolated structure.

Properties
relative energy (zero: lowest compared OMol25 entry of this formula, charge and spin)	41.9	kJ/mol
HOMO energy	-0.5093	Eh
total charge	+1
M	136.10	g mol⁻¹
Kohn-Sham gap	9.817	eV
DFT total energy	-573.1644	a.u.
E_LUMO	-0.148	Ha

Cartesian coordinates (Å):
Be -0.41967 0.70215 0.07573
F -0.87276 -0.68551 -0.26686
O -1.16826 -1.11514 -2.96568
H -0.61086 -0.37309 -3.17132
H -0.94980 -1.09035 -2.07339
O 0.02547 -2.62142 1.41576
H -0.80862 -3.00687 1.65676
H -0.14161 -1.90438 0.81643
O 0.03366 0.85418 1.65660
H -0.47777 0.75911 2.49638
H 0.90153 0.41824 1.73796
O -1.58705 2.15871 -0.03386
H -2.49730 2.10406 0.30290
H -1.44581 3.11570 -0.06393
O 0.79585 1.24177 -0.84108
H 1.14475 2.07480 -1.18933
H 1.63619 0.83355 -0.82979
O 2.13623 -0.77158 0.36015
H 2.03324 -1.49840 -0.29948
H 2.27261 -1.19555 1.21604

natural (NBO) atomic charge list, values in e, 6 entries:
1 Be 1.72
2 F -0.87
3 O -0.91
4 H 0.44
5 H 0.46
6 O -0.98

Record 2
The following is a DFT calculation (ωB97M-V/def2-TZVPD) of C28H77AgN10O16 as an isolated structure.

Properties
relative energy (zero: lowest compared OMol25 entry of this formula, charge and spin)	437.3	kJ/mol
HOMO energy (alpha / beta)	-0.1738 / -0.1736	Eh
total charge	-1
M	917.85	g mol⁻¹
Kohn-Sham gap (alpha / beta)	7.077 / 4.078	eV
DFT total energy	-3010.7263	a.u.
multiplicity	2
E_LUMO (alpha / beta)	0.086 / -0.024	Ha

Cartesian coordinates (Å):
Ag 8.61614 -5.47409 -14.00452
N 7.12058 -4.63528 -17.51645
O 7.16355 -3.46392 -17.59184
O 6.21870 -5.24782 -18.07383
O 7.86961 -5.21485 -16.74729
N 5.34945 -3.99102 -14.42504
O 6.32187 -4.67098 -14.20010
O 4.55110 -4.39543 -15.30698
O 5.09878 -2.95039 -13.84511
N 6.99632 -8.66791 -14.44033
O 6.92997 -9.51219 -13.52980
O 7.52166 -7.57879 -14.19726
O 6.54025 -8.86663 -15.57864
C 5.04902 -8.63656 -18.37622
C 3.84649 -8.03904 -17.68582
C 3.09586 -9.21894 -16.97202
O 1.93156 -8.76000 -16.16664
C 1.24927 -9.79580 -15.59733
N 4.37224 -6.95749 -16.82692
H 4.74611 -9.12156 -19.30419
H 5.64570 -9.35538 -17.81463
H 5.87428 -8.00122 -18.69773
H 3.20043 -7.73100 -18.50789
H 3.79903 -9.73069 -16.31493
H 2.79712 -9.94814 -17.72511
H 1.77334 -10.62507 -15.12219
H 0.65814 -10.25012 -16.39248
H 0.48928 -9.54002 -14.85903
H 5.06286 -6.64222 -17.49306
H 4.97333 -7.29945 -16.09082
C 8.98121 -9.65557 -19.44409
C 9.52024 -8.31380 -18.90570
C 9.45664 -7.11581 -19.87154
O 10.14068 -7.45169 -21.03059
C 10.02999 -6.54145 -22.11675
N 8.77112 -7.92405 -17.73125
H 9.74390 -9.87346 -20.19170
H 7.99178 -9.54958 -19.88896
H 8.99596 -10.52021 -18.78055
H 10.59491 -8.39637 -18.74327
H 10.15314 -6.36282 -19.50275
H 8.45153 -6.69859 -19.93301
H 10.27566 -5.58009 -21.66558
H 9.06618 -6.47250 -22.62114
H 10.84614 -6.76928 -22.80238
H 7.83291 -8.29331 -17.79064
H 8.69439 -6.92116 -17.63961
C 0.93570 -6.03910 -12.88722
C 2.37654 -5.86820 -13.47994
C 3.51229 -6.79624 -12.83572
O 3.34895 -8.20523 -13.14778
C 3.84328 -9.10454 -12.12617
N 2.19846 -6.38991 -14.85075
H 0.17079 -5.43372 -13.37356
H 1.01726 -5.71102 -11.85096
H 0.57491 -7.06713 -12.92045
H 2.76658 -4.86126 -13.62840
H 3.52181 -6.59794 -11.76395
H 4.44052 -6.45511 -13.29410
H 3.80094 -10.12979 -12.49380
H 3.17293 -8.98963 -11.27439
H 4.90054 -9.02366 -11.87367
H 1.21803 -6.54422 -15.03797
H 2.43018 -7.33999 -14.59825
C 7.94577 -6.94299 -10.69557
C 7.32847 -5.56520 -11.15256
C 6.68974 -4.76578 -9.97393
O 7.72545 -4.60220 -9.01333
C 7.36979 -3.52131 -8.19064
N 8.32493 -4.75051 -11.89687
H 8.77706 -6.76721 -10.01283
H 8.22843 -7.52819 -11.57064
H 7.09809 -7.38566 -10.17250
H 6.48994 -5.87469 -11.77640
H 5.88390 -5.32543 -9.49903
H 6.26706 -3.82334 -10.32216
H 6.47529 -3.86230 -7.66939
H 7.28383 -2.60291 -8.77137
H 8.13503 -3.36150 -7.43106
H 9.01442 -4.62434 -11.16969
H 8.07765 -3.77129 -11.90505
C 13.08778 -13.47373 -17.05810
C 12.27940 -12.36401 -17.81791
C 12.40993 -11.07591 -17.15246
O 11.91452 -11.05933 -15.84903
C 10.50880 -10.79982 -15.70154
N 12.61533 -12.20447 -19.18270
H 14.12425 -13.23625 -17.29778
H 12.94933 -14.42551 -17.57099
H 12.89369 -13.70700 -16.01118
H 11.25807 -12.72386 -17.69353
H 11.91659 -10.20519 -17.58440
H 13.40761 -10.67237 -16.97961
H 10.24067 -11.05593 -14.67655
H 10.00647 -11.49387 -16.37540
H 10.15102 -9.77544 -15.80522
H 12.22645 -11.30671 -19.43351
H 13.61314 -12.12583 -19.31797
C 11.39324 -2.37286 -15.18345
C 10.31616 -2.67513 -14.16764
C 9.67817 -1.58222 -13.31097
O 8.71781 -2.13006 -12.39652
C 7.90460 -1.17369 -11.69582
N 9.19087 -3.30884 -14.78915
H 12.35277 -2.18222 -14.70274
H 11.18325 -1.46569 -15.75005
H 11.52926 -3.29898 -15.74193
H 10.75162 -3.37676 -13.45616
H 9.18735 -0.90279 -14.00780
H 10.50317 -1.18965 -12.71653
H 8.50754 -0.30734 -11.42380
H 7.25749 -1.53845 -10.89813
H 7.38787 -0.67935 -12.51845
H 9.04452 -3.10747 -15.76800
H 8.41651 -2.70668 -14.54854
C 12.33051 -7.10972 -16.43339
C 11.34234 -6.91526 -15.29722
C 11.90679 -6.43371 -13.90489
O 10.86743 -5.93444 -13.01718
C 11.28862 -5.85081 -11.73354
N 10.27054 -5.98766 -15.64851
H 12.73350 -8.12000 -16.36261
H 13.14650 -6.38704 -16.43183
H 11.96463 -6.95877 -17.44900
H 10.85927 -7.88637 -15.18899
H 12.60411 -5.59654 -13.93624
H 12.43200 -7.29322 -13.48835
H 10.61202 -5.29654 -11.08307
H 12.20963 -5.28714 -11.58486
H 11.44154 -6.83301 -11.28636
H 9.66039 -6.54275 -16.23134
H 10.67740 -5.26756 -16.22818

Mulliken atomic charge list, values in e, 6 entries:
1 Ag 1.85
2 N 0.80
3 O -0.76
4 O -0.83
5 O -0.64
6 N 0.66

Record 3
The following is a DFT calculation (ωB97M-V/def2-TZVPD) of C3H5CsLiO4 as an isolated structure.

Properties
relative energy (zero: lowest compared OMol25 entry of this formula, charge and spin)	3.7	kJ/mol
HOMO energy (alpha / beta)	-0.5878 / -0.5553	Eh
total charge	+2
M	244.92	g mol⁻¹
Kohn-Sham gap (alpha / beta)	9.065 / 8.182	eV
DFT total energy	-445.3673	a.u.
multiplicity	2
E_LUMO (alpha / beta)	-0.255 / -0.255	Ha

Cartesian coordinates (Å):
O 0.70381 -0.58373 -0.47481
C 2.20004 -0.68367 -0.31100
C 0.13564 0.53570 -0.39019
O 2.47977 -0.96371 0.83547
O 2.82762 -0.46994 -1.33006
C -1.29317 0.65065 -0.64275
Cs 7.12856 -1.35724 -3.17988
H 0.76679 1.41701 -0.22847
H -1.75165 1.32374 0.09048
H -1.76206 -0.33693 -0.72298
H -1.36352 1.16785 -1.61752
Li 1.83841 -1.31177 2.52022
O -5.65398 0.06764 2.42410
H -6.25624 0.54439 3.02742

natural (NBO) atomic charge list, values in e, 6 entries:
1 O -0.41
2 C 0.97
3 C 0.54
4 O -0.83
5 O -0.60
6 C -0.74

Record 4
The following is a DFT calculation (ωB97M-V/def2-TZVPD) of C9H10Cl3GeN3O5PdS as an isolated structure.

Properties
relative energy (zero: lowest compared OMol25 entry of this formula, charge and spin)	102.9	kJ/mol
HOMO energy (alpha / beta)	-0.4165 / -0.4251	Eh
total charge	+1
M	557.65	g mol⁻¹
Kohn-Sham gap (alpha / beta)	4.259 / 4.609	eV
DFT total energy	-4872.7509	a.u.
multiplicity	2
E_LUMO (alpha / beta)	-0.260 / -0.256	Ha

Cartesian coordinates (Å):
Pd -0.77110 1.67512 0.80673
C 3.85676 -0.76800 2.23338
O 3.14538 -0.23594 1.10284
C 1.89969 0.18552 1.21079
O 1.32478 0.63183 0.22966
N 1.32031 0.10750 2.44766
N -0.01503 0.50264 2.63535
H 4.84956 -0.99637 1.86368
H 3.38738 -1.68789 2.58429
H 3.92745 -0.02620 3.02912
H 1.75570 -0.41548 3.18913
H -0.08461 1.07130 3.47384
H -0.62720 -0.30716 2.73297
Cl -0.93998 2.79440 -1.51026
Ge 1.13751 3.23028 -0.95512
Cl 0.68070 3.59078 1.22629
Cl 1.68868 5.12069 -1.74340
O -1.88024 -0.21065 -1.74294
C -2.52435 -0.16989 -0.72942
N -1.97057 0.11716 0.53263
S -3.15050 0.45067 1.64974
O -3.05057 -0.40534 2.79630
O -3.01544 1.87798 1.89477
C -4.50511 0.02343 0.63039
C -5.84607 -0.04577 0.95091
C -6.70854 -0.45161 -0.05895
C -6.22884 -0.78256 -1.32543
C -4.87395 -0.71758 -1.62038
C -4.00990 -0.31144 -0.61864
H -6.20835 0.20786 1.93742
H -7.76950 -0.51311 0.14112
H -6.92715 -1.09892 -2.08834
H -4.48768 -0.97933 -2.59604

natural (NBO) atomic charge list, values in e, 6 entries:
1 Pd 1.12
2 C -0.28
3 O -0.45
4 C 0.91
5 O -0.62
6 N -0.49

Record 5
The following is a DFT calculation (ωB97M-V/def2-TZVPD) of C9H18P2 as an isolated structure.

Properties
relative energy (zero: lowest compared OMol25 entry of this formula, charge and spin)	0.0	kJ/mol
HOMO energy	-0.3043	Eh
M	188.19	g mol⁻¹
Kohn-Sham gap	9.187	eV
DFT total energy	-1036.3119	a.u.
E_LUMO	0.033	Ha

Cartesian coordinates (Å):
C 2.59072 0.86936 -0.64482
C -2.34481 -1.45942 0.20265
C 2.23459 -0.57411 -1.08280
C -1.39290 -1.23221 -0.95666
C 2.70957 0.99357 0.86351
C -2.25643 -0.38414 1.26461
C 1.15073 -1.02519 -0.13393
C -0.49807 -0.05770 -0.57983
C -2.24230 2.09413 0.16550
P 1.68504 -0.43621 1.54799
P -0.95247 0.91340 0.80647
H 3.57905 1.20754 -1.15045
H 1.87190 1.59600 -1.08486
H -3.33670 -1.40105 -0.28661
H -2.25164 -2.44876 0.57094
H 2.01581 -0.59346 -2.16359
H 3.24594 -1.17482 -0.73873
H -0.88711 -2.18430 -0.96880
H -1.87269 -0.91566 -1.89138
H 3.75359 0.68792 1.31482
H 2.42612 2.03951 1.10635
H -3.25483 0.12887 1.46026
H -1.93087 -0.92382 2.20494
H 0.95715 -2.16244 -0.10972
H -0.26172 0.48800 -1.49473
H -2.64659 2.64398 1.13428
H -3.04216 1.67617 -0.39139
H -1.92075 2.85307 -0.49703
H 2.87179 -1.21823 1.53299

natural (NBO) atomic charge list, values in e, 6 entries:
1 C -0.42
2 C -0.42
3 C -0.45
4 C -0.43
5 C -0.70
6 C -0.69

Record 6
The following is a DFT calculation (ωB97M-V/def2-TZVPD) of one molecule with the formula C7H14.

Properties
relative energy (zero: lowest compared OMol25 entry of this formula, charge and spin)	88.3	kJ/mol
HOMO energy	-0.3705	Eh
M	98.19	g mol⁻¹
SMILES	CC(C)CC1CC1
Kohn-Sham gap	11.301	eV
DFT total energy	-275.0826	a.u.
E_LUMO	0.045	Ha

Cartesian coordinates (Å):
C -1.26774 1.33468 -0.31095
C -1.27882 -0.09134 0.24849
C -2.20999 -0.96830 -0.59333
C 0.10591 -0.77677 0.33469
C 1.31832 0.11175 0.50318
C 2.63903 -0.38277 -0.01816
C 1.93605 0.75190 -0.70806
H -1.11915 1.33938 -1.39811
H -2.22995 1.82005 -0.10869
H -0.48070 1.94952 0.13534
H -1.68831 -0.03483 1.26717
H -3.20816 -0.52721 -0.69145
H -1.79356 -1.07703 -1.60414
H -2.31729 -1.97359 -0.16998
H 0.07849 -1.50416 1.15839
H 0.26367 -1.37079 -0.57715
H 1.35560 0.69582 1.42310
H 3.54327 -0.16346 0.54216
H 2.64664 -1.35077 -0.51448
H 1.47064 0.55435 -1.67207
H 2.35555 1.74924 -0.61563

natural (NBO) atomic charge list, values in e, 6 entries:
1 C -0.61
2 C -0.22
3 C -0.60
4 C -0.39
5 C -0.23
6 C -0.42